Here is C14H28BEuN8O2 as an isolated structure from the OMol25 dataset. Energies are from ωB97M-V with the def2-TZVPD basis set.

Atoms and positions in Å:
Eu 1.24054 0.23423 0.32697
N -1.89729 1.08348 -1.30568
C -3.07739 1.24736 -0.37411
C -3.33776 -0.06686 0.35824
C -2.44110 -0.34020 1.56871
N -1.07128 -0.76638 1.16682
C -2.36440 0.87798 2.48148
C -1.90539 2.13046 1.74413
N -0.48150 1.99664 1.31720
C -2.82757 2.42760 0.55935
H -2.01307 0.27644 -1.92242
H -1.06119 0.93170 -0.74686
H -1.76624 1.91386 -1.88288
H -3.92887 1.47245 -1.01594
H -3.29326 -0.90768 -0.34199
H -4.36636 -0.02907 0.71972
H -2.91452 -1.15044 2.12704
H -1.15446 -1.63000 0.62989
H -0.62520 -1.08277 2.02950
H -1.69196 0.67125 3.31913
H -3.35043 1.06476 2.90963
H -1.98792 2.97502 2.43143
H 0.05098 1.89894 2.18741
H -0.16645 2.91692 1.01789
H -2.45774 3.29167 -0.00339
H -3.79422 2.72842 0.96615
B 0.81633 -3.22964 -0.45459
N 0.77243 -2.28631 -1.70946
C 0.74718 -2.72907 -2.96401
C 0.59245 -1.65086 -3.82826
C 0.54493 -0.55543 -2.99230
N 0.63636 -0.93008 -1.69245
N 2.04982 -2.90193 0.41737
C 3.02669 -3.72626 0.79388
C 3.84164 -3.07752 1.71286
C 3.27942 -1.82297 1.85191
N 2.18214 -1.71726 1.06881
H 0.90506 -4.34766 -0.84785
H -0.18514 -3.03915 0.19537
H 0.83122 -3.78175 -3.17684
H 0.54450 -1.66965 -4.90332
H 0.44972 0.48269 -3.27075
H 3.08637 -4.72938 0.40522
H 4.71519 -3.46406 2.20783
H 3.60248 -0.99958 2.46956
N 1.38891 2.29407 -1.47698
C 2.77129 2.36471 -0.90071
C 2.47121 2.40932 0.61312
O 1.81393 3.35332 1.01785
O 2.70735 1.32142 1.25875
H 1.46922 2.36751 -2.48722
H 0.96943 3.17420 -1.18275
H 3.31082 3.25518 -1.21779
H 3.34308 1.47039 -1.17468

Calculated values
⟨S²⟩: 12.0124
total charge: +2
2S+1: 7
Kohn-Sham gap (spin up / spin down): 7.458 / 9.054 eV
energy relative to the best compared isomer or geometry (same formula, charge and spin): 111.2 kJ/mol

---

Here is C17H18BN7O3SSr as an isolated structure from the OMol25 dataset. Energies are from ωB97M-V with the def2-TZVPD basis set.

Atoms and positions in Å:
H 0.34081 -1.33989 -2.46292
N 0.61326 0.77063 -1.71741
B 0.89352 3.27073 -1.52812
N 0.72120 1.92804 -2.38147
C 0.75434 1.69902 -3.70637
Sr 0.87663 0.32752 0.69955
H 0.74741 2.55352 -4.38843
C 0.73177 0.34861 -3.91953
H 0.80463 -0.17935 -4.85955
C 0.75744 -0.30728 -2.62907
H 1.05493 4.23742 -2.18035
C 0.51406 1.18825 3.00146
H 1.01332 0.74050 3.92689
H -0.59151 0.91237 2.80895
H 0.43223 2.27480 3.11541
N 2.05976 3.07065 -0.55337
N -0.51521 3.21361 -0.81130
N 2.14170 1.93796 0.31369
N -0.82704 2.14797 -0.00037
C 3.05917 3.91888 -0.26747
C -1.56852 4.05050 -0.90091
H 3.06008 4.89824 -0.76974
H -1.51508 4.92262 -1.54469
C 3.87337 3.40434 0.73403
C -2.59213 3.52914 -0.10001
C 3.24341 2.20862 1.09707
C -2.06740 2.35354 0.45637
H 4.75479 3.87460 1.14355
H -3.54885 3.96605 0.06191
H 3.45572 1.59884 1.96201
H -2.50994 1.67070 1.18480
H 1.56124 -0.53553 -1.62732
O -1.53215 -1.12224 1.64707
C -1.22428 -2.11641 1.01727
N -0.24333 -2.08936 0.04347
S 0.41480 -3.54241 -0.32088
O 0.32011 -3.88701 -1.72451
O 1.69630 -3.68231 0.32741
C -0.84247 -4.41714 0.58933
C -1.04512 -5.78522 0.66671
C -2.10682 -6.27586 1.43392
C -2.94996 -5.37205 2.09517
C -2.74448 -3.99773 2.00451
C -1.65778 -3.52945 1.25554
H -0.37321 -6.43483 0.11874
H -2.27828 -7.35077 1.49448
H -3.76562 -5.76980 2.68774
H -3.39682 -3.28303 2.50672

Calculated values
2S+1: 1
Kohn-Sham gap (spin up / spin down): 3.975 / 3.974 eV
energy relative to the best compared isomer or geometry (same formula, charge and spin): 456.7 kJ/mol

---

Here is a 4-piece molecular cluster, C18H21ClINO13P overall from the OMol25 dataset. Energies are from ωB97M-V with the def2-TZVPD basis set.

Atoms and positions in Å:
O 1.47518 -0.40095 1.44557
C 1.02809 -1.34888 0.87377
O 0.57986 -1.40643 -0.38566
C -0.41756 -0.40843 -0.72334
C -1.69292 -1.23592 -0.88482
C -2.98601 -0.41964 -1.13040
O -2.46696 -1.18673 0.21341
C 0.82181 -2.69573 1.50923
C 1.18492 -3.84022 0.81598
C 0.92848 -5.06202 1.37279
N 0.30746 -5.14039 2.56067
I -0.10677 -7.00330 3.34114
C -0.05787 -4.04488 3.24327
C 0.19620 -2.78554 2.75487
P -0.22959 -1.23712 3.70430
O -1.39208 -0.56354 2.79955
Cl -1.19861 -2.08136 5.30895
H -0.56028 0.29262 0.09152
H -0.17707 0.08781 -1.65973
H -1.57795 -2.15904 -1.44939
H -3.76188 0.12363 -0.59695
H -2.37899 0.51190 -1.24778
H 1.64026 -3.76866 -0.15919
H 1.19434 -5.97921 0.87647
H -0.55983 -4.18960 4.18568
H -1.63116 -1.12928 2.04226
C -0.23510 3.04263 4.59227
C -0.90935 2.48079 3.35289
O -1.86093 3.49811 3.04012
C -1.43415 4.67090 3.57673
O -1.91087 5.72998 3.35150
O -0.37857 4.45124 4.39895
H 0.81540 2.77800 4.67684
H -0.75181 2.75791 5.51066
H -0.21425 2.37846 2.51511
H -1.40061 1.53162 3.52403
C 2.81331 -0.62007 -3.73554
C 3.63351 -1.88162 -3.52993
O 2.68543 -2.74870 -2.88627
C 1.43882 -2.33637 -3.21396
O 0.44566 -2.93930 -2.96103
O 1.48044 -1.14072 -3.83257
H 3.06875 -0.07496 -4.63904
H 2.86283 0.05372 -2.87823
H 3.94201 -2.33904 -4.46983
H 4.50327 -1.73881 -2.89591
C -0.77764 4.91420 -3.45517
C 0.31665 3.88410 -3.23740
O -0.40769 2.79988 -2.63522
C -1.71294 2.91159 -2.99389
O -2.53769 2.07919 -2.79185
O -1.93815 4.08608 -3.60101
H -0.63714 5.52124 -4.34397
H -0.91891 5.56423 -2.59136
H 0.75114 3.53470 -4.17509
H 1.10751 4.22195 -2.57404

Calculated values
total charge: +1
2S+1: 1
Kohn-Sham gap: 6.836 eV
energy relative to the best compared isomer or geometry (same formula, charge and spin): 0.0 kJ/mol

---

Here is C8H9InNO5 as an isolated structure from the OMol25 dataset. Energies are from ωB97M-V with the def2-TZVPD basis set.

Atoms and positions in Å:
In 0.00000 0.00000 0.00000
O 2.76094 0.38372 0.99547
C 1.68674 0.23438 0.60811
C -0.99151 -1.38909 0.59748
O -1.62304 -2.27378 0.97804
C -0.69572 1.15430 -1.20551
O -1.13893 1.88962 -1.97298
C 0.62988 -1.03040 -1.34940
O 1.02926 -1.68402 -2.20490
C -0.99247 2.93981 4.51418
N -1.00927 1.70689 3.73806
C -1.63821 0.52140 4.30777
C -0.47113 1.63866 2.47224
C 0.16010 2.84925 1.80081
O -0.54597 0.56912 1.86231
H -1.47964 2.81708 5.50407
H -1.54784 3.73538 3.97342
H 0.05515 3.26121 4.69581
H -2.48076 0.19573 3.66041
H -0.89639 -0.30263 4.38253
H -2.04725 0.70668 5.32305
H 1.22081 2.64533 1.55913
H -0.38964 3.08247 0.86652
H 0.15132 3.76591 2.41781

Calculated values
total charge: +3
2S+1: 1
Kohn-Sham gap: 5.709 eV
energy relative to the best compared isomer or geometry (same formula, charge and spin): 804.2 kJ/mol

---

Here is C33H43BN8ReS3Se as an isolated structure from the OMol25 dataset. Energies are from ωB97M-V with the def2-TZVPD basis set.

Atoms and positions in Å:
Re 1.61890 -2.60665 0.56636
C 1.81094 -0.15360 5.20133
C 0.87307 0.16981 4.08217
C -0.19935 1.01881 4.21631
C -1.07563 1.28542 3.13645
N -0.88916 0.70686 1.95996
N 0.15214 -0.11560 1.82310
B 0.29386 -0.79000 0.43797
N -1.09889 -1.29523 -0.10621
N -1.76326 -0.44986 -0.86961
C -2.92265 -0.84233 -1.39534
C -3.45432 -2.10391 -1.06657
C -2.75998 -2.99553 -0.27029
C -3.26799 -4.35947 0.06977
C -1.51245 -2.53131 0.16397
S -0.36957 -3.54013 1.06395
C -3.58563 0.13145 -2.35499
C -3.97315 1.38896 -1.56876
C -2.56159 0.49683 -3.43934
C -4.82622 -0.47212 -3.00972
N 0.92435 0.09745 -0.66177
N 0.91778 1.41538 -0.48177
C 1.23521 2.17904 -1.51379
C 1.53280 1.59818 -2.77107
C 1.58592 0.23570 -2.94490
C 1.90882 -0.41562 -4.25100
C 1.28919 -0.51156 -1.79104
S 1.33660 -2.27927 -1.74129
C 1.28606 3.67940 -1.32113
C 2.74483 4.12177 -1.53611
C 0.37701 4.34336 -2.36816
C 0.82657 4.07226 0.07785
C 1.00229 -0.40348 2.80514
S 2.32036 -1.53659 2.45241
C -2.24701 2.22646 3.32767
C -3.08407 1.74406 4.52338
C -3.12438 2.28108 2.08476
C -1.66759 3.62191 3.62874
H 1.59024 0.45922 6.07122
H 1.71805 -1.20075 5.49294
H 2.84772 0.02885 4.91632
H -0.39503 1.48057 5.17432
H -4.41180 -2.39618 -1.47458
H -4.24921 -4.52251 -0.36858
H -2.59538 -5.13196 -0.30649
H -3.35527 -4.48308 1.15027
H -3.09104 1.87325 -1.15422
H -4.46993 2.08800 -2.23969
H -4.66442 1.15717 -0.75846
H -1.67054 0.95195 -3.00408
H -2.27129 -0.37742 -4.02450
H -3.00978 1.21677 -4.12184
H -5.61062 -0.69448 -2.28611
H -5.24010 0.25400 -3.70808
H -4.59883 -1.37350 -3.57934
H 1.74567 2.24850 -3.60906
H 2.24510 0.32197 -4.97521
H 2.68763 -1.17130 -4.14021
H 1.02373 -0.90950 -4.65722
H 3.11329 3.86357 -2.52838
H 2.80713 5.20502 -1.43915
H 3.40672 3.68161 -0.78986
H 0.75761 4.23844 -3.38341
H -0.63804 3.94546 -2.32896
H 0.32242 5.41098 -2.15934
H 1.40200 3.56848 0.85445
H 0.96068 5.14570 0.20119
H -0.22803 3.84425 0.22756
H -3.43875 0.72306 4.37925
H -2.54727 1.79936 5.46923
H -3.95731 2.38890 4.61838
H -3.69150 1.35881 1.96419
H -3.83529 3.09913 2.18926
H -2.54279 2.44588 1.18014
H -1.07119 3.63537 4.54047
H -1.05336 3.98656 2.80598
H -2.49112 4.31990 3.77069
Se 5.01786 -1.49169 0.32129
N 3.79217 -2.85066 0.20638
C 4.46520 -3.95889 -0.07998
C 3.92002 -5.28377 -0.26693
C 4.76962 -6.34898 -0.54296
C 6.14765 -6.17146 -0.65999
C 6.72662 -4.89309 -0.50162
C 5.88097 -3.78406 -0.21662
N 6.33933 -2.55423 -0.05147
H 2.85228 -5.45861 -0.19700
H 4.34930 -7.33759 -0.67260
H 6.78869 -7.01639 -0.87671
H 7.79632 -4.74254 -0.58932

Calculated values
⟨S²⟩: 3.8116
total charge: +4
2S+1: 4
Kohn-Sham gap (spin up / spin down): 6.430 / 4.764 eV

---

Here is an isolated ion of composition C6H14NO and charge +1 from the OMol25 dataset. Energies are from ωB97M-V with the def2-TZVPD basis set.

Atoms and positions in Å:
N -1.30505 0.95469 -0.34618
C -1.43615 -0.20037 -1.30946
C -0.18147 -0.71770 -1.95132
C 0.81295 -1.37573 -0.98152
C 0.78449 -0.91031 0.47114
C 1.38703 0.21924 0.79317
C 1.20089 0.76874 2.17630
O -0.23823 1.02390 2.27123
H -0.90969 0.66407 0.59186
H -2.23429 1.29439 -0.21816
H -0.73751 1.70588 -0.59167
H -1.74615 -0.97188 -0.62370
H -2.24758 0.02111 -1.99241
H -0.51951 -1.42811 -2.66031
H 0.30585 -0.01629 -2.59897
H 1.80648 -1.34966 -1.38145
H 0.58337 -2.44682 -0.96959
H 0.08281 -1.44797 1.10172
H 2.00792 0.61945 0.02827
H 1.59360 1.75302 2.37655
H 1.45246 0.10532 2.93802
H -0.46222 1.73506 2.87648

Calculated values
total charge: +1
SMILES string: [NH3+]CCC/C=C/CO
2S+1: 1
Kohn-Sham gap: 10.799 eV
energy relative to the best compared isomer or geometry (same formula, charge and spin): 115.1 kJ/mol

---

| no. | largest force on an atom (eV/Å) |
| --- | --- |
| 1 | 3.4 |
| 2 | 8.7 |
| 3 | 3.3 |
| 4 | 19.3 |
| 5 | 0.7 |
| 6 | 2.8 |